[1]
C27H38BaClN11O2 | wB97M-V/def2-TZVPD

As for the net charge: +1. The spin multiplicity is 2. The calculation puts the HOMO energy (alpha / beta) at -0.2183 / -0.3946 Eh. The value obtained for the relative energy (zero: lowest compared OMol25 entry of this formula, charge and spin) is 0.0 kcal/mol. The calculation puts the frontier orbital gap (alpha / beta) at 3.500 / 8.482 eV. For the LUMO energy (alpha / beta), the calculation gives -2.4 / -2.3 eV. The expectation value of S² is 0.7509.

Each line ends with the Löwdin charge.
Atoms and positions in Å:
Ba: -0.54 -0.26 -0.19  1.114
N: -0.95 5.79 0.52  0.149
N: -0.18 4.66 0.57  -0.288
N: 0.67 4.45 1.54  0.136
C: 1.11 3.24 1.24  -0.214
N: 0.51 2.75 0.14  -0.080
N: -0.31 3.69 -0.28  0.053
H: -0.40 6.60 0.73  0.107
H: -1.42 5.84 -0.37  0.106
H: 1.86 2.71 1.81  0.113
O: 1.89 -0.88 0.85  -0.383
N: 2.50 -2.00 0.55  -0.244
C: 2.17 -3.14 1.19  -0.022
C: 2.75 -4.34 0.85  -0.034
C: 3.70 -4.39 -0.15  -0.050
C: 4.03 -3.21 -0.80  -0.038
C: 3.42 -2.03 -0.44  -0.023
H: 1.44 -3.03 1.97  0.129
H: 2.46 -5.24 1.39  0.120
H: 4.17 -5.33 -0.43  0.116
H: 4.77 -3.20 -1.60  0.119
H: 3.62 -1.08 -0.90  0.137
C: -2.24 3.40 4.10  -0.023
C: -1.90 3.29 5.59  -0.486
C: -2.29 4.64 6.23  -0.037
C: -0.38 3.15 5.75  -0.041
C: -2.63 2.11 6.34  -0.400
O: -2.24 2.17 7.73  -0.029
C: -4.18 2.17 6.37  -0.092
C: -5.12 1.70 5.24  -0.117
C: -5.31 2.65 4.08  -0.251
C: -5.05 2.26 2.78  -0.050
C: -5.19 3.15 1.72  -0.101
C: -5.60 4.44 1.96  -0.673
Cl: -5.76 5.56 0.65  0.660
C: -5.90 4.85 3.25  -0.095
C: -5.76 3.96 4.30  -0.047
C: -2.05 0.69 6.05  -0.023
N: -2.05 0.09 4.72  -0.083
C: -1.17 0.24 3.73  -0.179
N: -1.49 -0.54 2.71  -0.031
C: -2.61 -1.19 3.16  -0.223
N: -2.97 -0.83 4.37  0.119
H: -1.54 4.10 3.63  0.082
H: -3.25 3.80 3.95  0.065
H: -2.17 2.45 3.56  0.064
H: -1.80 5.44 5.67  0.094
H: -1.94 4.72 7.26  0.092
H: -3.36 4.82 6.19  0.076
H: 0.10 4.10 5.49  0.091
H: 0.05 2.40 5.09  0.057
H: -0.11 2.91 6.78  0.092
H: -2.69 2.91 8.15  0.101
H: -4.45 3.20 6.62  0.100
H: -4.44 1.57 7.24  0.127
H: -6.09 1.56 5.71  0.127
H: -4.82 0.73 4.87  0.087
H: -4.72 1.25 2.58  0.108
H: -4.98 2.83 0.70  0.102
H: -6.25 5.86 3.43  0.109
H: -6.00 4.28 5.31  0.121
H: -2.57 0.00 6.70  0.142
H: -1.01 0.73 6.38  0.131
H: -0.31 0.89 3.77  0.119
H: -3.15 -1.92 2.58  0.106
C: 2.57 2.41 -4.98  -0.013
C: 2.05 1.17 -4.33  -0.297
C: 2.03 -0.14 -4.74  0.018
C: 1.40 -0.86 -3.70  -0.365
N: 1.06 -0.04 -2.72  -0.055
N: 1.46 1.19 -3.12  0.015
C: 1.09 -2.32 -3.66  -0.033
H: 3.03 2.16 -5.94  0.085
H: 3.32 2.90 -4.36  0.084
H: 1.77 3.12 -5.17  0.086
H: 2.41 -0.53 -5.67  0.116
H: 1.32 1.98 -2.52  0.132
H: 1.52 -2.83 -4.52  0.083
H: 0.01 -2.49 -3.67  0.074
H: 1.49 -2.78 -2.75  0.057



[2]
C27H38BeF10MgNO13PS4 | wB97M-V/def2-TZVPD

As for the net charge: 0. The calculation puts the HOMO energy at -0.2323 Eh. The calculation puts the frontier orbital gap at 1.455 eV. For the LUMO energy, the calculation gives -4.9 eV.

Each line ends with the Löwdin charge.
Atoms and positions in Å:
O: -0.06 -1.59 -1.57  -0.029
C: -0.29 -0.52 -2.35  -0.304
C: 1.02 0.20 -3.05  -0.359
P: 1.97 1.41 -1.92  0.211
S: 0.21 2.46 -1.29  0.443
S: 3.15 2.82 -0.79  0.328
C: -1.86 -0.07 -2.56  -0.167
C: -2.20 0.89 -3.86  -0.025
C: -3.71 1.45 -4.16  -0.009
C: -4.90 1.02 -3.11  -0.102
C: -4.65 0.03 -1.79  -0.018
C: -3.09 -0.51 -1.53  0.000
H: 0.77 0.69 -4.11  0.103
H: 1.78 -0.68 -3.30  0.123
H: 2.66 1.91 -3.12  0.010
H: 2.59 0.35 -1.15  0.014
H: -0.49 1.65 -0.36  -0.114
H: 2.36 3.95 -0.40  -0.166
H: -1.32 1.17 -4.58  0.107
H: -3.87 2.15 -5.09  0.122
H: -6.01 1.40 -3.26  -0.181
H: -5.51 -0.27 -1.05  0.091
H: -2.81 -1.21 -0.60  0.113
C: -4.08 -1.18 3.20  0.041
N: -4.83 -0.85 1.96  -0.408
O: -5.34 0.27 1.89  0.033
O: -4.87 -1.73 1.08  0.037
H: -4.12 -0.33 3.88  0.096
H: -4.56 -2.06 3.65  0.114
H: -3.05 -1.40 2.92  0.068
Mg: -2.31 2.31 -1.39  0.954
F: -2.01 4.19 -4.08  -0.670
C: 2.17 6.39 1.51  -0.419
O: 1.58 5.77 0.51  -0.309
H: 3.22 6.71 1.35  0.062
H: 1.72 7.33 1.87  0.050
H: 2.27 5.84 2.46  0.051
O: -1.40 -4.61 0.28  -0.245
S: -1.41 -4.15 1.68  0.302
O: -0.02 -3.99 2.15  -0.160
O: -2.11 -5.14 2.52  -0.254
O: -2.11 -2.85 1.76  -0.254
F: 0.52 4.49 -6.39  0.054
C: 0.90 5.54 -5.65  -0.292
C: 0.90 6.81 -6.22  -0.022
C: 1.29 7.91 -5.45  -0.089
C: 1.70 7.72 -4.12  -0.096
C: 1.70 6.44 -3.57  -0.068
C: 1.30 5.35 -4.33  -0.021
H: 0.59 6.94 -7.25  0.112
H: 1.28 8.91 -5.88  0.100
H: 2.01 8.57 -3.52  0.100
H: 2.02 6.29 -2.54  0.100
H: 1.29 4.34 -3.91  0.089
C: -8.67 -3.68 -3.13  -0.010
C: -8.27 -2.55 -4.06  -0.339
C: -6.87 -2.07 -3.86  -0.099
O: -6.93 -0.73 -4.33  0.020
C: -8.22 -0.32 -4.13  -0.492
O: -8.61 0.83 -4.25  -0.001
O: -9.02 -1.38 -3.78  0.107
H: -8.39 -3.47 -2.10  0.094
H: -9.76 -3.82 -3.14  0.094
H: -8.20 -4.62 -3.44  0.097
H: -8.46 -2.83 -5.10  0.167
H: -6.14 -2.65 -4.44  0.154
H: -6.55 -2.05 -2.81  0.133
C: 1.49 0.02 3.83  -0.229
S: 1.85 -1.69 3.36  0.929
O: 0.56 -2.34 2.97  -0.484
C: 2.26 -2.25 5.04  -0.248
H: 1.17 0.56 2.93  0.052
H: 0.68 0.05 4.57  0.065
H: 2.39 0.49 4.23  0.067
H: 1.41 -2.09 5.70  0.067
H: 3.13 -1.71 5.40  0.052
H: 2.49 -3.32 5.00  0.061
C: 6.41 -4.56 4.38  -0.050
C: 6.10 -3.09 4.70  -0.423
C: 7.19 -2.09 4.31  -0.288
F: 8.38 -2.36 4.90  0.088
F: 6.85 -0.84 4.70  0.094
F: 5.77 -2.99 6.02  0.118
F: 4.96 -2.76 4.01  0.074
O: 6.97 -5.35 5.43  0.035
C: 8.38 -5.20 5.62  -0.474
C: 8.74 -4.49 6.93  -0.262
F: 8.09 -3.30 7.06  0.083
F: 10.07 -4.22 7.00  0.097
F: 8.90 -4.60 4.53  0.119
F: 8.89 -6.46 5.64  0.139
H: 5.45 -5.04 4.17  0.153
H: 6.98 -4.67 3.44  0.149
H: 7.34 -2.08 3.23  0.177
H: 8.47 -5.10 7.80  0.176
Be: -7.26 2.24 -3.70  0.485



[3]
C27H38Cl2N4S4Sr | wB97M-V/def2-TZVPD

As for the net charge: 0. The calculation puts the HOMO energy at -0.2069 Eh. The value obtained for the relative energy (zero: lowest compared OMol25 entry of this formula, charge and spin) is 20.6 kcal/mol. The calculation puts the frontier orbital gap at 5.653 eV. For the LUMO energy, the calculation gives 0.0 eV.

Each line ends with the Löwdin charge.
Atoms and positions in Å:
Sr: 1.50 -0.25 1.47  1.194
C: -1.75 2.48 3.55  -0.541
C: -0.43 2.70 4.28  -0.529
S: 0.50 1.23 4.80  0.830
C: -0.63 0.29 5.86  -0.535
C: -0.85 -1.13 5.32  -0.518
S: -1.45 -0.94 3.63  0.820
C: -2.15 -2.54 3.18  -0.507
C: -3.02 -2.28 1.95  -0.533
S: -2.12 -1.44 0.61  0.828
C: -3.06 0.11 0.41  -0.540
C: -3.10 1.12 1.55  -0.525
S: -1.49 1.91 1.85  0.814
H: -2.32 3.41 3.54  0.082
H: -2.35 1.72 4.06  0.042
H: -0.61 3.32 5.16  0.079
H: 0.29 3.23 3.65  0.063
H: -1.57 0.84 5.95  0.076
H: -0.18 0.22 6.85  0.073
H: -1.58 -1.66 5.94  0.085
H: 0.09 -1.68 5.31  0.081
H: -2.76 -2.94 3.98  0.085
H: -1.34 -3.24 2.95  0.081
H: -3.86 -1.64 2.23  0.074
H: -3.41 -3.21 1.56  0.075
H: -4.08 -0.15 0.12  0.083
H: -2.58 0.55 -0.46  0.016
H: -3.41 0.65 2.48  0.041
H: -3.84 1.88 1.29  0.082
Cl: 2.81 -3.25 -4.52  0.591
C: 2.73 -3.16 -2.77  -0.694
C: 3.83 -2.73 -2.05  -0.130
C: 3.76 -2.63 -0.67  -0.080
C: 2.58 -2.93 0.04  -0.402
C: 2.47 -2.74 1.48  -0.279
C: 1.49 -3.38 -0.74  -0.098
C: 1.56 -3.49 -2.11  -0.147
H: 4.75 -2.49 -2.57  0.099
H: 4.63 -2.30 -0.12  0.089
H: 3.42 -2.76 2.01  0.008
H: 1.76 -3.43 1.95  0.003
H: 0.56 -3.62 -0.24  0.097
H: 0.70 -3.83 -2.68  0.098
Cl: 4.82 0.48 1.06  0.671
C: 4.00 1.24 -0.29  -0.613
C: 4.40 0.91 -1.58  -0.128
C: 3.74 1.45 -2.67  -0.109
C: 2.69 2.34 -2.44  -0.121
C: 2.30 2.66 -1.15  -0.097
C: 2.91 2.09 0.00  -0.440
C: 2.40 2.30 1.33  -0.269
H: 5.23 0.23 -1.71  0.101
H: 4.04 1.18 -3.67  0.095
H: 2.19 2.80 -3.28  0.093
H: 1.49 3.37 -0.99  0.101
H: 1.65 3.09 1.40  0.011
H: 3.13 2.34 2.13  0.002
C: -2.23 -0.58 -4.95  -0.070
C: -2.18 0.91 -4.65  -0.409
C: -3.26 1.31 -3.65  -0.070
C: -0.79 1.35 -4.19  -0.104
N: -0.44 0.85 -2.86  -0.081
C: -0.54 1.44 -1.67  -0.173
N: -0.07 0.61 -0.77  -0.045
N: 0.31 -0.49 -1.44  -0.003
N: 0.10 -0.37 -2.69  0.123
H: -3.24 -0.88 -5.24  0.080
H: -1.95 -1.17 -4.07  0.070
H: -1.55 -0.85 -5.76  0.084
H: -2.35 1.46 -5.58  0.136
H: -3.16 0.74 -2.72  0.063
H: -4.25 1.11 -4.06  0.083
H: -3.22 2.38 -3.41  0.082
H: -0.72 2.44 -4.14  0.129
H: -0.02 0.98 -4.87  0.133
H: -0.91 2.44 -1.49  0.144